1.
Entry from the Open Molecules 2025 dataset: a 2-piece molecular cluster, C5H16NO overall in a non-equilibrium geometry (ωB97M-V/def2-TZVPD).

Last column: Löwdin charge in e.
Geometry (Å):
C -0.4157 -1.2181 -1.7943  -0.04
C -0.0971 -0.6967 -0.3846  -0.33
C 0.8454 0.4796 -0.4827  -0.17
C 1.2461 1.0998 0.8847  -0.22
C 0.1641 1.0805 2.0094  -0.08
N 0.7421 -1.8534 0.2522  0.22
H -1.0330 -2.1143 -1.8051  0.09
H -1.0247 -0.4348 -2.2525  0.09
H 0.4830 -1.2629 -2.4078  0.10
H -1.0419 -0.6192 0.1398  0.13
H 0.4043 1.2939 -1.0530  0.13
H 1.7527 0.1546 -0.9984  0.12
H 1.4027 2.1634 0.7240  0.11
H 2.1646 0.6646 1.2788  0.10
H 0.2531 1.9885 2.5924  0.08
H 0.3480 0.1732 2.5937  0.07
H -0.8628 0.9758 1.6583  0.06
H 0.1489 -2.6803 0.1725  0.17
H 1.6438 -1.8304 -0.2367  0.17
H 1.0051 -1.7709 1.2432  0.16
H -3.2379 0.9665 -0.9320  0.04
H -2.4849 2.0189 -0.2166  0.06
O -2.4060 1.4218 -0.9855  -0.04

Output
total charge	+1
orbital gap	11.7	eV
molar mass	106.19	g mol⁻¹
total energy	-329.8457	hartree
HOMO	-15.09	eV
ΔE to the lowest compared entry with this formula, charge and spin	22.0	kcal/mol

=====

2.
Entry from the Open Molecules 2025 dataset: the molecule C5H5NO in a non-equilibrium geometry (ωB97M-V/def2-TZVPD).

Last column: Löwdin charge in e.
Geometry (Å):
C 1.9626 0.3749 1.1862  0.15
C 1.0182 0.5811 0.4697  -0.09
C -0.1680 0.7660 -0.3788  -0.40
O 0.1616 1.0722 -1.7168  -0.02
C -1.1144 -0.4743 -0.3354  -0.11
C -0.9390 -1.3511 0.8234  -0.23
N -0.7799 -2.0583 1.7239  0.15
H 2.7830 0.1725 1.8403  0.04
H -0.7229 1.6361 -0.0190  0.15
H 0.8888 0.4872 -1.9813  0.11
H -2.1562 -0.1436 -0.3720  0.12
H -0.9339 -1.0627 -1.2401  0.13

Output
total charge	0
SMILES	C#C[C@@H](O)CC#N
orbital gap	11.3	eV
molar mass	95.10	g mol⁻¹
total energy	-323.4293	hartree
HOMO	-10.66	eV
ΔE to the lowest compared entry with this formula, charge and spin	56.7	kcal/mol

=====

3.
Entry from the Open Molecules 2025 dataset: a 2-piece molecular cluster, C6H14N2O overall in a non-equilibrium geometry (ωB97M-V/def2-TZVPD).

Last column: Löwdin charge in e.
Geometry (Å):
C 1.0944 -0.6946 1.6678  0.02
C 0.3277 0.3783 1.7682  -0.16
C -0.1952 1.1666 0.5988  -0.47
C 0.1081 2.6612 0.7663  -0.07
N -1.6340 0.8838 0.4564  0.02
H 1.3903 -1.0864 0.7062  0.05
H 1.4325 -1.2340 2.5405  0.05
H 0.0249 0.7412 2.7466  0.10
H 0.2905 0.8105 -0.3133  0.09
H -0.3650 3.0541 1.6688  0.07
H -0.2675 3.2233 -0.0899  0.07
H 1.1824 2.8265 0.8405  0.08
H -2.0262 1.4445 -0.2941  0.08
H -2.1304 1.1184 1.3108  0.08
C -0.9144 -3.0882 -1.2746  -0.01
C -0.8657 -1.8063 -1.1217  -0.04
O 0.6023 -1.5167 -1.8425  -0.31
N 1.2617 -0.2936 -2.0562  -0.03
H -1.5676 -3.8051 -0.8116  0.06
H 0.0597 -3.3119 -1.8560  0.11
H -1.2435 -0.9935 -0.5195  0.05
H 2.2496 -0.4265 -1.8503  0.08
H 1.1853 -0.0515 -3.0413  0.08

Output
total charge	0
SMILES	C=C[C@H](C)N.C=CON
orbital gap	9.9	eV
molar mass	130.19	g mol⁻¹
total energy	-421.5813	hartree
HOMO	-8.86	eV
ΔE to the lowest compared entry with this formula, charge and spin	137.4	kcal/mol

=====

4.
Entry from the Open Molecules 2025 dataset: the molecule C4H4O2 in a non-equilibrium geometry (ωB97M-V/def2-TZVPD).

Last column: Löwdin charge in e.
Geometry (Å):
C 1.1901 -0.5850 -0.3342  0.04
C -0.1116 0.1852 -0.3813  -0.18
O -0.2342 1.5942 -0.3251  0.03
C -0.9929 1.0447 0.6798  0.02
C -1.4553 -0.1061 -0.0538  -0.28
O -2.2116 -1.1419 0.0209  0.00
H 1.3381 -0.9368 -1.3311  0.08
H 1.0967 -1.3988 0.4259  0.12
H 2.0666 -0.0574 -0.2683  0.05
H -0.6859 1.4020 1.5673  0.12

Output
total charge	0
SMILES	C[C@]12O[C@H]1C2=O
orbital gap	9.9	eV
molar mass	84.07	g mol⁻¹
total energy	-305.1363	hartree
HOMO	-9.14	eV
ΔE to the lowest compared entry with this formula, charge and spin	89.8	kcal/mol

=====

5.
Entry from the Open Molecules 2025 dataset: the molecule C5H9NO (ωB97M-V/def2-TZVPD).

Last column: Löwdin charge in e.
Geometry (Å):
C -0.7580 1.3546 -0.4637  -0.05
C 0.5453 1.0862 0.2599  -0.30
N 0.5262 0.3036 1.5057  0.06
C 1.1454 -0.2694 0.3138  -0.29
C 0.4265 -1.4463 -0.3157  -0.11
C -1.0803 -1.3255 -0.3789  -0.31
O -1.7275 -1.5512 -1.3764  0.03
H -1.5547 1.6308 0.2348  0.09
H -0.6246 2.1219 -1.2231  0.08
H -1.1116 0.5093 -1.0429  0.04
H 1.2372 1.9236 0.2401  0.13
H 1.2503 0.6423 2.1362  0.10
H 2.2346 -0.3454 0.2940  0.14
H 0.6044 -2.3520 0.2801  0.13
H 0.7900 -1.6077 -1.3351  0.13
H -1.5561 -1.0144 0.5708  0.13

Output
total charge	0
SMILES	C[C@H]1N[C@H]1CC=O
orbital gap	10.5	eV
molar mass	99.13	g mol⁻¹
total energy	-325.8505	hartree
HOMO	-9.58	eV
ΔE to the lowest compared entry with this formula, charge and spin	54.6	kcal/mol

=====

6.
Entry from the Open Molecules 2025 dataset: an isolated ion of composition C7H11N4 and charge +1 in a non-equilibrium geometry (ωB97M-V/def2-TZVPD).

Last column: Löwdin charge in e.
Geometry (Å):
C -0.3852 -2.2325 -0.9374  0.21
N -0.6622 -1.4807 0.0389  0.11
C 0.0990 -0.4053 0.3702  -0.35
C 1.6553 -0.5119 0.5649  -0.07
N 2.1771 0.8992 0.2523  -0.02
C 1.2333 1.4373 -0.7818  -0.12
C -0.1634 0.9751 -0.4662  -0.23
N -1.3088 1.2427 -1.0675  0.14
C -2.3356 0.9396 -0.2810  -0.09
N -1.9101 0.5811 0.9815  0.03
C -0.5697 0.5883 1.2253  -0.07
H -0.9835 -3.0441 -1.1781  0.11
H 0.6580 -2.3206 -1.1292  0.11
H -1.6887 -1.3633 0.2568  0.20
H 1.9175 -0.6968 1.6019  0.11
H 2.2260 -1.2957 -0.0573  0.14
H 3.0696 0.8310 -0.1435  0.08
H 1.6407 1.0881 -1.8391  0.17
H 1.3082 2.4792 -0.7590  0.10
H -3.3131 0.8555 -0.5658  0.11
H -2.6114 0.6317 1.7381  0.18
H -0.0530 0.8022 2.1763  0.17

Output
total charge	+1
SMILES	C=[NH+][C@@]12CNC[C@@]13N=CN[C@H]32
orbital gap (spin up / spin down)	7.6 / 7.6	eV
molar mass	151.19	g mol⁻¹
total energy	-491.9830	hartree
HOMO (spin up / spin down)	-12.73 / -12.73	eV
ΔE to the lowest compared entry with this formula, charge and spin	106.2	kcal/mol

=====

7.
Entry from the Open Molecules 2025 dataset: C21H15AgN5O6 as an isolated structure in a non-equilibrium geometry (ωB97M-V/def2-TZVPD).

Last column: Löwdin charge in e.
Geometry (Å):
Ag -1.0662 -2.1910 -3.3221  0.80
O 1.9482 -3.0404 -8.8190  0.13
C 1.7949 -1.7616 -8.6652  -0.53
O 2.1642 -0.9528 -9.5304  0.04
C 1.1641 -1.2111 -7.4662  -0.07
C 0.9186 0.1520 -7.3468  -0.01
N 0.1285 0.2415 -6.2309  -0.04
N -0.1294 -0.8866 -5.6089  0.04
C 0.4209 -1.8314 -6.3374  -0.12
C 0.2288 -3.3078 -5.8620  -0.56
O 0.9503 -4.2579 -6.2955  -0.03
O -0.7317 -3.4133 -5.0081  -0.18
H 1.5878 -3.6669 -8.1003  0.13
H 0.9991 1.0163 -8.0745  0.15
H -0.2448 1.1188 -5.8425  0.15
C 2.5697 1.8173 8.7153  -0.11
O 2.6293 2.2014 7.3551  -0.13
C 1.5282 1.9243 6.5392  -0.29
C 1.6240 2.4955 5.2729  -0.02
C 0.7043 2.1202 4.2761  -0.01
C -0.3998 1.3070 4.7004  -0.26
C -0.6130 1.1544 6.1101  -0.05
C 0.3999 1.2916 6.9898  -0.07
N -1.1840 0.5665 3.8069  0.02
N -0.9926 0.7838 2.5507  0.05
C -1.6067 -0.0254 1.6891  -0.29
C -2.2126 -1.2809 1.9557  -0.03
C -2.2262 -2.3598 1.1120  0.00
C -1.7756 -2.1533 -0.2839  -0.35
O -1.6805 -3.0087 -1.1859  -0.09
C -1.3507 -0.7958 -0.6712  -0.15
N -1.3105 -0.5437 -1.9880  -0.01
C -1.1865 0.7661 -2.4340  -0.13
C -1.1871 1.8454 -1.5576  -0.06
C -1.2580 1.5578 -0.1681  0.00
C -1.3399 0.2494 0.3203  -0.11
H 1.9464 2.5326 9.2554  0.09
H 3.6005 2.0269 9.0714  0.09
H 2.3483 0.7093 8.7887  0.10
H 2.3577 3.2028 5.0296  0.09
H 0.6726 2.4577 3.2144  0.11
H -1.5950 0.8407 6.4313  0.10
H 0.3305 0.7833 7.9771  0.12
H -2.6238 -1.3392 2.9671  0.10
H -2.4051 -3.3327 1.5463  0.10
H -1.3062 0.9144 -3.5250  0.09
H -1.2487 2.8983 -1.8437  0.10
H -1.3425 2.3847 0.4923  0.09

Output
total charge	-1
orbital gap (spin up / spin down)	6.0 / 6.1	eV
molar mass	541.25	g mol⁻¹
total energy	-1681.4525	hartree
HOMO (spin up / spin down)	-4.25 / -4.25	eV